No. 1
Molecular formula: C34H41BF40N3O10P
Method: DFT, ωB97M-V with the def2-TZVPD basis set

```
130
Properties=species:S:1:pos:R:3:lowdin_charge:R:1
C -0.826 2.950 5.380 -0.047
C 0.526 2.724 4.697 -0.260
O 0.982 3.844 3.953 -0.128
C 0.234 4.128 2.795 -0.196
C 0.716 3.397 1.533 -0.062
C -0.076 2.187 1.079 -0.471
O -0.754 1.522 2.161 0.017
N -1.083 2.493 0.039 0.164
C -1.527 1.242 -0.391 -0.381
O -2.663 0.997 -0.810 0.075
C -0.405 0.223 -0.237 -0.334
N 0.032 -0.258 -1.583 0.129
B -0.791 -1.105 0.532 -0.636
N -2.148 -1.505 0.664 0.221
O 0.181 -1.976 1.049 0.071
C 0.712 1.125 0.313 -0.307
P 2.284 0.399 0.993 0.957
C 3.489 1.597 0.299 -0.251
O 2.315 0.765 2.621 -0.332
H -1.154 3.955 5.145 0.077
H -0.767 2.812 6.448 0.072
H -1.572 2.294 4.947 0.066
H 0.531 1.816 4.109 0.089
H 1.264 2.583 5.475 0.084
H -0.834 3.960 2.939 0.113
H 0.342 5.190 2.619 0.127
H 0.662 4.117 0.723 0.130
H 1.762 3.170 1.664 0.093
H -1.516 2.051 2.428 0.104
H -1.895 3.024 0.348 0.152
H -0.711 -0.823 -1.988 0.079
H 0.820 -0.885 -1.447 0.079
H -2.243 -2.321 1.257 0.089
H -2.763 -0.780 1.014 0.084
H 0.295 -1.765 1.987 0.106
H 1.058 1.664 -0.568 0.124
H 4.322 1.737 0.974 0.022
H 3.030 2.562 0.111 0.031
H 3.811 1.219 -0.661 0.045
H 2.816 1.576 2.799 0.029
F 5.158 -0.492 6.607 0.108
C 4.965 0.170 5.453 -0.294
F 6.012 -0.113 4.633 0.079
C 4.924 1.685 5.658 -0.432
F 6.118 2.122 6.105 0.143
F 4.743 2.197 4.402 0.096
C 3.793 2.266 6.522 -0.045
O 4.090 2.608 7.865 0.054
C 3.967 1.712 8.899 -0.540
F 3.410 0.548 8.514 0.153
F 3.140 2.268 9.813 0.144
C 5.307 1.489 9.608 -0.286
F 6.216 0.987 8.751 0.102
F 5.124 0.600 10.611 0.101
H 4.044 -0.183 4.979 0.170
H 3.564 3.224 6.057 0.150
H 2.886 1.668 6.448 0.131
H 5.677 2.432 10.017 0.176
F -5.578 4.066 -4.482 0.102
C -5.803 2.742 -4.567 -0.303
F -6.506 2.506 -5.702 0.089
C -6.621 2.227 -3.382 -0.439
F -7.848 2.791 -3.394 0.136
F -6.786 0.893 -3.619 0.097
C -6.001 2.338 -1.980 -0.034
O -6.422 3.411 -1.151 0.049
C -5.808 4.636 -1.169 -0.543
F -4.702 4.657 -1.936 0.153
F -5.416 4.906 0.103 0.131
C -6.786 5.747 -1.561 -0.287
F -7.273 5.533 -2.797 0.105
F -6.124 6.928 -1.559 0.097
H -4.846 2.216 -4.633 0.175
H -6.356 1.455 -1.452 0.151
H -4.915 2.250 -2.008 0.134
H -7.613 5.790 -0.849 0.175
F -1.784 -4.498 -0.953 0.100
C -0.493 -4.283 -1.273 -0.301
F -0.456 -3.270 -2.178 0.090
C 0.143 -5.524 -1.901 -0.438
F -0.468 -5.815 -3.070 0.136
F 1.425 -5.158 -2.192 0.106
C 0.249 -6.792 -1.037 -0.037
O -0.718 -7.812 -1.227 0.048
C -1.902 -7.849 -0.535 -0.542
F -1.974 -6.907 0.426 0.151
F -1.969 -9.053 0.081 0.141
C -3.107 -7.784 -1.480 -0.287
F -3.094 -6.636 -2.183 0.104
F -4.240 -7.823 -0.741 0.098
H 0.055 -3.971 -0.379 0.157
H 1.178 -7.258 -1.358 0.148
H 0.378 -6.549 0.018 0.147
H -3.089 -8.630 -2.170 0.176
F 7.455 -0.676 0.687 0.101
C 7.395 0.199 1.710 -0.297
F 6.574 1.219 1.346 0.081
C 8.771 0.782 2.039 -0.439
F 9.230 1.496 0.989 0.136
F 8.550 1.656 3.062 0.106
C 9.861 -0.185 2.533 -0.036
O 10.832 -0.628 1.599 0.048
C 10.661 -1.751 0.829 -0.542
F 9.554 -2.444 1.159 0.153
F 11.722 -2.560 1.059 0.142
C 10.692 -1.415 -0.665 -0.287
F 9.699 -0.563 -0.980 0.103
F 10.518 -2.557 -1.370 0.099
H 6.958 -0.293 2.580 0.152
H 10.439 0.404 3.242 0.149
H 9.436 -1.013 3.099 0.148
H 11.652 -0.965 -0.929 0.175
F -5.958 -3.082 -8.698 0.097
C -6.080 -3.137 -7.357 -0.307
F -6.281 -4.430 -7.008 0.097
C -7.272 -2.310 -6.869 -0.441
F -8.420 -2.834 -7.350 0.135
F -7.287 -2.471 -5.515 0.103
C -7.246 -0.791 -7.114 -0.041
O -7.988 -0.285 -8.210 0.050
C -7.461 -0.176 -9.472 -0.543
F -6.146 -0.467 -9.513 0.151
F -7.597 1.114 -9.856 0.142
C -8.254 -1.010 -10.483 -0.287
F -8.223 -2.315 -10.151 0.103
F -7.688 -0.865 -11.704 0.097
H -5.153 -2.790 -6.892 0.173
H -7.746 -0.363 -6.247 0.143
H -6.230 -0.397 -7.097 0.145
H -9.291 -0.671 -10.517 0.175
```

* LUMO level: -0.13 eV
* HOMO-LUMO gap: 8.7 eV
* E_HOMO: -8.79 eV
* calculated total energy: -6597.8158 Ha
* max |F|: 1.98 eV Å⁻¹

***

No. 2
Molecular formula: C34H41CoIN4O7PS2
Method: DFT, ωB97M-V with the def2-TZVPD basis set

```
91
Properties=species:S:1:pos:R:3:lowdin_charge:R:1
Co -0.494 0.317 -0.240 0.172
O -3.198 1.817 4.540 0.036
C -3.277 0.491 4.771 -0.280
C -4.143 0.056 5.756 -0.040
C -4.255 -1.293 6.082 -0.119
C -3.475 -2.220 5.406 -0.119
C -2.616 -1.803 4.400 -0.047
C -2.499 -0.447 4.025 -0.093
C -1.666 0.001 2.952 -0.273
O -1.049 -1.001 2.117 -0.174
N -1.496 1.259 2.569 0.018
N -0.800 1.570 1.472 -0.029
C -0.723 2.873 1.281 -0.134
C 0.133 3.545 0.326 -0.200
C 0.105 4.950 0.316 -0.082
C 0.940 5.713 -0.482 -0.135
C 1.852 5.059 -1.317 -0.126
C 1.899 3.676 -1.347 -0.044
C 1.055 2.865 -0.543 -0.397
O 1.149 1.573 -0.605 -0.185
H -2.594 1.941 3.765 0.061
H -4.734 0.803 6.273 0.110
H -4.941 -1.609 6.858 0.089
H -3.533 -3.274 5.655 0.094
H -2.021 -2.570 3.915 0.088
H -1.301 3.505 1.957 0.119
H -0.601 5.450 0.978 0.106
H 0.893 6.795 -0.453 0.083
H 2.519 5.636 -1.949 0.088
H 2.588 3.158 -2.011 0.100
C 1.324 3.139 3.427 -0.069
N 1.353 1.685 3.479 -0.036
C 2.266 0.929 2.859 -0.914
N 3.225 1.627 2.181 0.108
S 2.251 -0.754 2.958 0.565
H 0.549 3.491 4.105 0.094
H 1.097 3.520 2.430 0.051
H 2.283 3.543 3.755 0.087
H 0.525 1.195 3.779 0.094
H 2.942 2.490 1.736 0.091
H 3.819 1.045 1.624 0.068
I -2.170 -3.205 0.386 0.729
C -1.720 -1.070 0.629 -0.573
H -1.091 -1.859 2.572 0.062
H -2.718 -0.696 0.841 -0.016
O 0.597 -1.470 -1.445 -0.556
S 1.504 -1.834 -0.299 0.910
C 3.026 -0.801 -0.545 -0.286
C 3.481 -0.729 -1.978 -0.258
C 4.567 -1.473 -2.440 -0.069
C 4.923 -1.460 -3.784 -0.098
C 4.191 -0.701 -4.688 -0.104
C 3.118 0.060 -4.236 -0.074
C 2.764 0.052 -2.892 -0.031
C 2.292 -3.446 -0.735 -0.257
C 1.317 -4.480 -1.216 -0.287
C 0.990 -5.580 -0.430 -0.068
C 0.064 -6.517 -0.867 -0.103
C -0.566 -6.351 -2.093 -0.106
C -0.239 -5.262 -2.893 -0.085
C 0.706 -4.340 -2.465 -0.048
H 3.778 -1.210 0.135 0.083
H 2.661 0.173 -0.208 0.046
H 5.152 -2.060 -1.737 0.111
H 5.770 -2.045 -4.123 0.095
H 4.463 -0.694 -5.738 0.094
H 2.549 0.666 -4.934 0.102
H 1.937 0.654 -2.523 0.094
H 2.797 -3.752 0.186 0.099
H 3.018 -3.221 -1.514 0.076
H 1.464 -5.702 0.539 0.111
H -0.185 -7.366 -0.240 0.099
H -1.320 -7.058 -2.417 0.096
H -0.726 -5.124 -3.853 0.102
H 0.963 -3.488 -3.088 0.115
C -1.708 3.512 -2.889 -0.106
O -2.531 2.730 -2.026 -0.315
P -2.105 1.221 -1.579 0.820
O -3.538 0.835 -0.924 -0.330
C -4.770 1.020 -1.625 -0.115
O -2.234 0.599 -3.097 -0.335
C -1.619 -0.663 -3.394 -0.122
H -0.755 3.759 -2.423 0.065
H -2.249 4.433 -3.094 0.083
H -1.527 2.985 -3.829 0.078
H -5.488 0.321 -1.202 0.082
H -4.651 0.818 -2.690 0.076
H -5.132 2.040 -1.493 0.080
H -0.543 -0.621 -3.251 0.053
H -1.847 -0.883 -4.436 0.079
H -2.012 -1.463 -2.758 0.073
```

* charge: -1
* LUMO level (spin up / spin down): 2.32 / 2.31 eV
* multiplicity: 4
* relative energy (zero: lowest compared OMol25 entry of this formula, charge and spin): 35.77 kJ/mol
* HOMO-LUMO gap (spin up / spin down): 4.7 / 6.4 eV
* E_HOMO (spin up / spin down): -2.37 / -4.10 eV
* calculated total energy: -4884.0950 Ha
* max |F|: 0.74 eV Å⁻¹

***

No. 3
Molecular formula: C34H41IrN5P2S2Se
Method: DFT, ωB97M-V with the def2-TZVPD basis set

```
86
Properties=species:S:1:pos:R:3:lowdin_charge:R:1
Ir 0.474 0.471 1.784 0.596
C -2.810 -4.921 -3.396 -0.392
S -1.007 -4.757 -3.348 0.823
C -0.791 -3.023 -3.859 -0.469
C -0.173 -2.169 -2.756 -0.254
C -1.084 -2.097 -1.537 -0.235
N -0.524 -1.281 -0.433 -0.437
P -1.023 0.278 -0.076 0.815
C -2.803 0.194 0.067 -0.356
C -3.370 -0.954 0.630 -0.081
C -4.747 -1.063 0.725 -0.040
C -5.558 -0.022 0.286 -0.029
C -4.996 1.136 -0.239 -0.043
C -3.619 1.253 -0.342 -0.082
C -0.635 1.359 -1.460 -0.361
C 0.416 2.272 -1.335 -0.131
C 0.749 3.108 -2.392 -0.064
C 0.036 3.029 -3.582 -0.038
C -1.007 2.119 -3.714 -0.036
C -1.351 1.292 -2.658 -0.085
P 0.535 -1.870 0.754 0.891
C -0.032 -3.517 1.152 -0.369
C -0.810 -3.694 2.300 -0.105
C -1.313 -4.948 2.607 -0.054
C -1.047 -6.020 1.763 -0.031
C -0.280 -5.844 0.617 -0.036
C 0.238 -4.597 0.308 -0.099
C 2.164 -1.999 0.001 -0.400
C 2.581 -0.991 -0.874 -0.132
C 3.850 -1.035 -1.426 -0.053
C 4.719 -2.067 -1.086 -0.040
C 4.322 -3.049 -0.189 -0.041
C 3.049 -3.014 0.365 -0.079
H -3.031 -5.984 -3.337 0.038
H -3.198 -4.538 -4.337 0.043
H -3.286 -4.412 -2.557 0.029
H -1.762 -2.630 -4.166 0.083
H -0.137 -3.027 -4.729 0.078
H 0.016 -1.158 -3.133 0.106
H 0.793 -2.595 -2.470 0.102
H -1.265 -3.107 -1.168 0.084
H -2.055 -1.679 -1.814 0.118
H -2.739 -1.768 0.971 0.096
H -5.191 -1.958 1.141 0.122
H -6.634 -0.111 0.361 0.125
H -5.633 1.946 -0.570 0.121
H -3.183 2.154 -0.757 0.102
H 0.979 2.316 -0.408 0.050
H 1.562 3.816 -2.294 0.112
H 0.291 3.678 -4.409 0.123
H -1.554 2.057 -4.646 0.125
H -2.176 0.598 -2.765 0.117
H -1.018 -2.853 2.955 0.095
H -1.906 -5.092 3.501 0.118
H -1.436 -7.002 2.002 0.124
H -0.082 -6.680 -0.041 0.124
H 0.840 -4.472 -0.583 0.105
H 1.901 -0.190 -1.146 0.081
H 4.163 -0.271 -2.127 0.116
H 5.711 -2.103 -1.518 0.121
H 5.003 -3.846 0.081 0.122
H 2.747 -3.781 1.068 0.113
N 4.011 1.448 4.501 0.153
C 3.005 0.707 4.074 -0.831
N 2.208 0.110 4.945 0.151
S 2.816 0.510 2.354 0.566
H 4.253 1.511 5.480 0.144
H 4.661 1.835 3.835 0.119
H 2.384 0.149 5.940 0.143
H 1.517 -0.550 4.629 0.104
C -1.577 5.325 0.852 0.018
N -0.199 5.794 1.048 -0.095
C 0.280 6.976 0.590 0.035
C 1.591 7.064 0.978 0.038
N 1.883 5.936 1.672 -0.102
C 3.168 5.664 2.327 0.012
C 0.784 5.142 1.722 -0.655
Se 0.650 3.514 2.584 0.843
H -2.231 6.190 0.784 0.113
H -1.879 4.713 1.694 0.076
H -1.640 4.744 -0.067 0.101
H -0.326 7.673 0.034 0.158
H 2.315 7.845 0.809 0.157
H 3.890 6.398 1.984 0.110
H 3.511 4.668 2.063 0.086
H 3.055 5.747 3.405 0.109
```

* charge: +3
* LUMO level (spin up / spin down): -8.06 / -11.01 eV
* multiplicity: 5
* relative energy (zero: lowest compared OMol25 entry of this formula, charge and spin): 171.29 kJ/mol
* HOMO-LUMO gap (spin up / spin down): 5.9 / 3.0 eV
* E_HOMO (spin up / spin down): -14.00 / -14.00 eV
* calculated total energy: -5577.9255 Ha
* max |F|: 0.89 eV Å⁻¹

***

> Among the records above, which one has the highest calculated total energy?

C34H41CoIN4O7PS2

***

> Look up the calculated total energy of the second one.

-4884.0950 Ha

***

> Among the records above, which one has the highest max |F|?

C34H41BF40N3O10P

***

> max |F| of number 1 (C34H41BF40N3O10P)?

1.98 eV Å⁻¹